Entry 1:
11
Properties=species:S:1:pos:R:3:mulliken_charge:R:1 method="wB97M-V/def2-TZVPD" de_lowest_kcal_mol=21.57 spin_multiplicity=2 lumo_energy_ha="0.02778 / 0.02777" energy_ev=-5164.699
C -2.0245 -0.5907 0.5759 -0.271
N -0.8188 -1.0006 0.6403 -0.446
H -2.2862 0.1875 -0.1332 0.256
H -2.7365 -1.0520 1.2555 0.238
H -0.7153 -1.5271 1.5084 0.178
C 1.5540 1.4484 -0.5684 -0.638
N 1.2447 0.1296 -0.6201 -0.335
H 2.3575 1.8129 -1.1876 0.286
H 0.9249 2.0909 0.0418 0.243
H 0.4356 -0.3766 -0.1314 0.336
H 1.6704 -0.3902 -1.3734 0.153

---

Entry 2:
48
Properties=species:S:1:pos:R:3:mulliken_charge:R:1 method="wB97M-V/def2-TZVPD" de_lowest_kcal_mol=0.00 total_charge=+1 lumo_energy_ha=-0.08874 energy_ev=-30697.579
C 0.6384 0.5598 0.2091 -0.276
O 1.2497 -0.0977 1.3105 -0.448
C 0.9729 -0.3199 -1.0003 -0.215
N 0.5850 0.3937 -2.2870 0.056
H 1.1626 1.5251 0.1073 0.756
H -0.3780 0.6859 0.3182 -0.078
H 0.5534 -0.5876 1.7933 0.389
H 2.0226 -0.5951 -1.0793 0.600
H 0.4191 -1.3309 -0.9585 -0.690
H -0.2673 1.0711 -2.1388 0.344
H 0.3819 -0.3040 -3.0322 0.378
H 1.4135 0.9740 -2.6029 0.432
H 3.4950 -2.2500 0.7589 0.335
H 2.0541 -1.5499 0.9041 0.322
O 2.4846 -2.3686 0.6046 -0.766
H -1.0878 3.1880 0.9729 0.391
H -0.3451 4.2548 0.1430 0.304
O -0.3928 3.3199 0.2602 -0.663
H 1.6233 -3.2769 -0.5733 0.370
H 1.5145 -4.5880 -1.3828 0.291
O 1.0973 -3.7524 -1.2283 -0.640
H -2.8596 0.0989 3.7949 0.297
H -1.8370 -0.3146 2.7253 0.397
O -2.5433 0.3423 2.9151 -0.682
H -3.0971 0.7701 0.5852 0.248
H -2.7230 -0.3640 -0.2560 0.451
O -2.9535 0.5346 -0.2640 -0.725
H -0.6665 -2.4460 2.6291 0.326
H -1.2595 -1.8669 1.2431 0.425
O -0.8393 -1.5884 2.1187 -0.817
H -2.4878 3.5147 2.8757 0.312
H -2.3596 1.9767 2.4739 0.379
O -2.2699 2.8914 2.1159 -0.676
H 2.7580 0.8677 1.4052 0.298
H 3.4791 2.2221 1.6019 0.321
O 3.4465 1.4340 1.0657 -0.710
H -1.2158 -2.7892 -3.2042 0.314
H -0.0426 -2.8631 -2.1923 0.408
O -0.7272 -2.2814 -2.5217 -0.694
H -2.0991 1.5854 -1.4020 0.409
H -1.0352 2.6261 -1.1157 0.438
O -1.3835 2.0128 -1.8395 -0.811
H 3.7205 2.1043 -2.0048 0.311
H 3.2266 1.5967 -0.6416 0.315
O 2.9551 1.6948 -1.5638 -0.618
H -2.7505 -2.5920 -0.2908 0.219
H -1.5595 -2.1029 -1.1220 0.405
O -2.0733 -2.0155 -0.2302 -0.731

---

Entry 3:
15
Properties=species:S:1:pos:R:3:mulliken_charge:R:1 method="wB97M-V/def2-TZVPD" de_lowest_kcal_mol=18.04 smiles=C[C@@H](F)CCS lumo_energy_ha=0.02999 energy_ev=-17846.180
C -1.0495 1.4015 -0.0826 -1.114
C -1.1217 -0.0592 -0.1239 0.442
F -1.3403 -0.5339 -1.4336 -0.351
C 0.0258 -0.8618 0.6016 -0.547
C 1.2027 -1.0605 -0.3146 -0.674
S 2.1095 0.4852 -0.6618 -0.288
H -1.3341 1.8229 0.8769 0.342
H -0.0247 1.7251 -0.0925 0.220
H -1.6560 1.8432 -0.8679 0.333
H -2.0592 -0.3550 0.4198 0.224
H 0.3044 -0.3615 1.5540 0.269
H -0.4196 -1.8879 0.7292 0.305
H 0.9344 -1.3792 -1.2917 0.351
H 2.0006 -1.6854 0.0717 0.364
H 2.4278 0.9064 0.6154 0.125

---

Entry 4:
69
Properties=species:S:1:pos:R:3:mulliken_charge:R:1 method="wB97M-V/def2-TZVPD" de_lowest_kcal_mol=0.00 smiles="O=C1OC[C@@H](F)O1.O=S1(=O)OCCO1.CNC(C)=O.CNC(C)=O.CNC(C)=O.CNC(C)=O" lumo_energy_ha=0.02087 energy_ev=-60233.993
O -3.1504 0.1926 0.1219 -0.529
C -2.5683 0.1441 1.1481 0.655
O -2.9352 0.7592 2.2864 -0.354
C -1.8990 0.5874 3.2588 -0.203
C -1.2141 -0.6578 2.7502 0.322
F -1.8741 -1.7694 3.1954 -0.332
O -1.4014 -0.5544 1.3541 -0.270
H -1.2277 1.4438 3.2767 0.086
H -2.3205 0.4117 4.2451 0.386
H -0.1540 -0.7930 2.9498 0.268
O 2.6758 -2.4555 1.3127 -0.522
S 3.0542 -1.1876 0.8084 1.021
O 4.4112 -0.7856 0.8378 -0.608
O 2.4945 -0.9956 -0.6695 -0.337
C 1.2635 -0.2667 -0.6372 0.472
C 1.4350 0.7102 0.5118 0.463
O 2.1430 -0.0827 1.5036 -0.288
H 1.1082 0.2289 -1.5928 -0.327
H 0.3929 -0.9084 -0.4919 0.251
H 0.5020 1.0168 0.9649 -0.473
H 2.0484 1.5761 0.2658 0.370
C 0.6743 -2.7276 -4.2580 -0.733
N -0.2880 -1.9703 -5.0278 -0.166
C -0.8188 -0.8084 -4.5862 0.637
C -1.8028 -0.1467 -5.5231 -1.414
O -0.5678 -0.3731 -3.4697 -0.605
H 1.4898 -2.0906 -3.9273 0.182
H 1.0451 -3.5620 -4.8444 0.330
H 0.1990 -3.1473 -3.3641 0.282
H -0.7564 -2.4295 -5.7895 0.249
H -1.4079 -0.0995 -6.5382 0.404
H -1.9810 0.8831 -5.2222 0.302
H -2.7431 -0.6956 -5.4775 0.375
C 1.5751 -3.5476 4.4035 -0.608
N 1.9126 -4.9312 4.1392 -0.155
C 1.0343 -5.7687 3.5402 0.650
C 1.3812 -7.2388 3.5547 -0.995
O 0.0203 -5.3763 2.9851 -0.631
H 1.9423 -2.8789 3.6250 0.020
H 2.0833 -3.2256 5.3165 0.371
H 0.5035 -3.4522 4.5573 0.269
H 2.7134 -5.3168 4.6051 0.240
H 2.1207 -7.5360 4.3056 0.340
H 1.6817 -7.5782 2.5682 0.244
H 0.4919 -7.7867 3.8727 0.283
C -3.2082 3.7871 1.0853 -0.564
N -2.1675 4.5780 1.7018 -0.132
C -0.8802 4.1709 1.8493 0.702
C 0.0838 5.2523 2.2590 -1.320
O -0.4968 3.0358 1.6079 -0.539
H -3.7860 3.2398 1.8325 0.269
H -2.7863 3.0260 0.4320 -0.040
H -3.9012 4.3883 0.5027 0.357
H -2.3336 5.5668 1.7795 0.234
H 0.8460 4.8517 2.9283 0.303
H -0.3567 6.1190 2.7475 0.418
H 0.6407 5.5608 1.3705 0.294
C -0.9077 3.0360 -1.8001 -1.070
N -0.1768 2.4269 -2.8825 0.168
C 0.9826 2.9617 -3.3446 0.689
C 1.6711 2.1615 -4.4382 -0.888
O 1.4441 4.0047 -2.9106 -0.670
H -1.4565 2.2695 -1.2617 0.304
H -1.5760 3.8317 -2.1442 0.311
H -0.2072 3.5529 -1.1362 0.334
H -0.2900 1.4270 -3.0215 0.175
H 1.0397 2.0748 -5.3175 0.240
H 1.9371 1.1859 -4.0247 0.173
H 2.5989 2.6816 -4.6599 0.331